#i
{"formula": "C2H2FN3S", "method": "ωB97M-V with the def2-TZVPD basis set", "lumo_energy_ev": [-3.62, -3.61], "elements": ["C", "C", "N", "N", "N", "F", "S", "H", "H"], "xyz": [[0.82, 0.78, -0.15], [0.36, -0.45, 1.51], [1.07, 0.64, 1.14], [0.03, -0.25, -0.60], [-0.25, -1.04, 0.51], [-2.27, 0.59, -1.89], [-1.54, -0.81, -2.38], [1.53, 1.41, -0.64], [0.24, -0.88, 2.50]]}

---

#ii
{"formula": "C2H2FN3S", "method": "ωB97M-V with the def2-TZVPD basis set", "lumo_energy_ev": -2.07, "elements": ["F", "C", "S", "C", "N", "N", "N", "H", "H"], "xyz": [[0.76, 2.01, 0.30], [0.21, 0.82, 0.30], [1.85, -0.63, 0.24], [-0.45, 0.11, -0.78], [-1.36, -0.70, -0.33], [-1.37, -0.54, 1.02], [-0.59, 0.34, 1.41], [1.18, -1.60, -0.24], [-0.24, 0.19, -1.90]]}

---

The energy of each structure relative to the most stable one, in kJ/mol, is as follows: #i 81.8; #ii 0.0.

---

#i
{"formula": "C18H62O13", "method": "ωB97M-V with the def2-TZVPD basis set", "lumo_energy_ev": -0.03, "elements": ["C", "C", "O", "H", "H", "H", "H", "H", "H", "C", "C", "O", "H", "H", "H", "H", "H", "H", "C", "C", "O", "H", "H", "H", "H", "H", "H", "C", "C", "O", "H", "H", "H", "H", "H", "H", "C", "C", "O", "H", "H", "H", "H", "H", "H", "C", "O", "H", "H", "H", "H", "C", "O", "H", "H", "H", "H", "C", "O", "H", "H", "H", "H", "C", "O", "H", "H", "H", "H", "C", "O", "H", "H", "H", "H", "C", "O", "H", "H", "H", "H", "C", "O", "H", "H", "H", "H", "C", "O", "H", "H", "H", "H"], "xyz": [[13.84, 10.48, 21.86], [12.38, 10.79, 22.13], [11.90, 9.78, 22.96], [13.86, 9.60, 21.30], [14.48, 10.50, 22.66], [14.20, 11.34, 21.30], [11.79, 10.82, 21.23], [12.25, 11.78, 22.61], [12.56, 9.50, 23.60], [14.26, 14.63, 18.30], [14.43, 13.17, 18.77], [13.28, 12.46, 18.44], [13.88, 14.72, 17.28], [15.21, 15.12, 18.38], [13.50, 15.07, 18.94], [14.62, 13.04, 19.84], [15.26, 12.76, 18.17], [13.51, 11.61, 18.13], [12.94, 7.33, 19.48], [11.72, 7.93, 20.21], [10.70, 7.06, 19.86], [13.75, 8.03, 19.45], [12.65, 7.07, 18.47], [13.31, 6.37, 20.00], [11.34, 8.88, 19.88], [11.83, 8.03, 21.25], [10.03, 7.16, 20.53], [15.86, 10.25, 18.70], [17.02, 10.65, 19.61], [17.47, 11.90, 19.32], [14.88, 10.39, 19.10], [15.93, 9.20, 18.58], [16.02, 10.60, 17.70], [17.90, 10.06, 19.31], [16.79, 10.40, 20.65], [18.16, 11.92, 18.63], [12.74, 6.85, 23.90], [13.70, 7.47, 24.89], [13.92, 8.77, 24.49], [13.12, 6.84, 22.88], [11.78, 7.39, 23.92], [12.41, 5.90, 24.15], [14.65, 6.96, 24.89], [13.36, 7.42, 25.96], [14.79, 9.04, 24.74], [8.99, 11.52, 21.93], [8.88, 12.77, 21.25], [9.55, 11.58, 22.82], [9.49, 10.75, 21.35], [8.04, 11.10, 22.20], [9.73, 13.08, 20.92], [11.64, 12.31, 25.41], [12.20, 13.26, 24.55], [11.90, 11.20, 25.07], [10.56, 12.44, 25.42], [11.98, 12.46, 26.40], [13.16, 13.09, 24.57], [12.16, 14.18, 21.23], [11.53, 13.36, 20.30], [11.61, 14.34, 22.13], [12.32, 15.18, 20.72], [13.11, 13.63, 21.42], [12.20, 13.00, 19.73], [10.34, 11.53, 18.28], [9.61, 10.77, 17.39], [10.70, 11.04, 19.18], [9.65, 12.36, 18.55], [11.15, 12.03, 17.74], [9.74, 11.10, 16.48], [17.06, 10.96, 24.90], [15.71, 10.81, 24.83], [17.61, 10.85, 23.97], [17.45, 10.14, 25.53], [17.32, 11.89, 25.41], [15.30, 11.60, 24.44], [8.39, 8.23, 22.96], [9.61, 8.13, 22.22], [8.28, 7.38, 23.57], [7.51, 8.50, 22.36], [8.51, 9.06, 23.64], [10.24, 8.77, 22.53], [16.48, 7.91, 23.12], [17.18, 6.72, 23.14], [16.48, 8.33, 24.16], [15.48, 7.69, 22.81], [17.02, 8.60, 22.45], [18.11, 6.86, 23.11], [10.53, 8.89, 25.92], [10.10, 7.60, 26.25], [11.61, 9.03, 26.02], [10.15, 9.56, 26.66], [10.20, 9.23, 24.96], [9.49, 7.72, 27.01]]}

---

#ii
{"formula": "C18H62O13", "method": "ωB97M-V with the def2-TZVPD basis set", "lumo_energy_ev": 0.25, "elements": ["C", "C", "O", "H", "H", "H", "H", "H", "H", "C", "C", "O", "H", "H", "H", "H", "H", "H", "C", "C", "O", "H", "H", "H", "H", "H", "H", "C", "C", "O", "H", "H", "H", "H", "H", "H", "C", "C", "O", "H", "H", "H", "H", "H", "H", "C", "O", "H", "H", "H", "H", "C", "O", "H", "H", "H", "H", "C", "O", "H", "H", "H", "H", "C", "O", "H", "H", "H", "H", "C", "O", "H", "H", "H", "H", "C", "O", "H", "H", "H", "H", "C", "O", "H", "H", "H", "H", "C", "O", "H", "H", "H", "H"], "xyz": [[-3.86, 0.32, -0.60], [-5.07, 0.68, -1.45], [-6.19, 0.62, -0.55], [-3.68, 1.06, 0.24], [-2.97, 0.22, -1.22], [-4.00, -0.69, -0.15], [-5.18, -0.14, -2.12], [-5.00, 1.71, -1.82], [-6.90, 1.12, -1.01], [-0.50, 0.64, 0.31], [-0.35, -0.35, -0.87], [0.94, -0.89, -0.87], [0.19, 1.46, 0.14], [-0.49, 0.19, 1.28], [-1.37, 1.24, 0.33], [-0.43, 0.33, -1.69], [-1.17, -1.07, -0.95], [0.76, -1.89, -0.88], [-0.01, -3.12, -3.21], [-0.39, -3.69, -1.90], [0.76, -3.69, -1.07], [0.08, -2.10, -3.20], [-0.74, -3.28, -3.91], [0.86, -3.55, -3.68], [-0.66, -4.71, -2.08], [-1.27, -3.18, -1.46], [1.24, -4.51, -1.25], [-1.11, -2.81, 1.81], [-2.49, -2.33, 1.51], [-3.39, -3.12, 2.25], [-0.82, -3.58, 1.10], [-0.84, -3.03, 2.81], [-0.42, -2.02, 1.63], [-2.78, -2.41, 0.48], [-2.68, -1.28, 1.81], [-4.28, -2.84, 2.14], [1.57, 0.66, -3.59], [1.82, 2.01, -3.00], [0.87, 2.89, -3.57], [0.56, 0.30, -3.51], [2.14, -0.14, -3.01], [1.79, 0.62, -4.65], [2.78, 2.41, -3.33], [1.79, 1.94, -1.94], [0.93, 3.69, -3.03], [-1.94, 2.60, -2.38], [-1.98, 3.66, -3.35], [-2.54, 2.92, -1.48], [-0.93, 2.54, -2.06], [-2.30, 1.65, -2.80], [-1.32, 3.42, -4.04], [-0.19, 4.11, 1.47], [-0.97, 3.68, 0.37], [0.55, 4.78, 1.10], [0.24, 3.35, 2.11], [-0.81, 4.71, 2.08], [-0.94, 4.40, -0.24], [-2.55, 1.86, 3.11], [-1.41, 1.24, 3.44], [-3.14, 2.19, 3.97], [-3.05, 1.25, 2.46], [-2.18, 2.72, 2.51], [-1.57, 0.66, 4.16], [2.53, 0.84, 1.95], [2.74, 0.80, 0.51], [2.07, 1.78, 2.28], [3.38, 0.64, 2.57], [1.71, 0.12, 2.14], [2.03, 0.28, 0.01], [0.64, -1.15, 4.60], [0.90, -2.51, 4.85], [0.35, -0.66, 5.52], [-0.24, -0.86, 4.00], [1.50, -0.61, 4.25], [0.12, -2.86, 5.21], [3.56, -2.70, -1.56], [4.86, -3.04, -1.99], [2.82, -2.86, -2.38], [3.64, -1.64, -1.34], [3.34, -3.31, -0.68], [4.78, -3.93, -2.34], [3.72, 4.00, -0.78], [2.53, 3.53, -0.14], [3.50, 4.68, -1.60], [4.20, 3.11, -1.22], [4.39, 4.58, -0.14], [2.67, 2.67, 0.25], [2.63, -2.70, 1.87], [2.92, -2.98, 3.20], [1.67, -2.18, 1.96], [2.56, -3.57, 1.20], [3.35, -2.01, 1.48], [2.09, -2.85, 3.67]]}

---

The energy of each structure relative to the most stable one, in kJ/mol, is as follows: #i 0.0; #ii 19.0.

---

#i
{"formula": "C3H8NS", "method": "ωB97M-V with the def2-TZVPD basis set", "charge": 1, "lumo_energy_ev": -3.68, "elements": ["C", "C", "N", "C", "S", "H", "H", "H", "H", "H", "H", "H", "H"], "xyz": [[1.57, 0.30, 0.51], [0.34, -0.49, 0.32], [-0.78, 0.48, 0.04], [-1.48, -0.37, -0.88], [0.03, -1.41, -1.25], [1.78, 1.14, -0.31], [2.52, -0.36, 0.43], [1.65, 0.69, 1.56], [0.08, -1.11, 1.20], [-0.14, 1.14, -0.31], [-1.26, 0.75, 0.90], [-2.36, -0.93, -0.47], [-1.96, 0.17, -1.73]]}

---

#ii
{"formula": "C3H8NS", "method": "ωB97M-V with the def2-TZVPD basis set", "charge": 1, "lumo_energy_ev": -5.15, "elements": ["C", "C", "C", "N", "S", "H", "H", "H", "H", "H", "H", "H", "H"], "xyz": [[-3.00, -0.22, -0.15], [0.26, -0.76, 0.34], [2.01, 0.93, -0.01], [1.24, -0.28, -0.39], [-1.60, 0.48, -0.30], [-3.95, 0.05, -0.61], [-3.07, -1.08, 0.56], [0.01, -1.83, 0.33], [0.14, -0.10, 1.25], [2.15, 1.66, -0.85], [1.34, 1.38, 0.79], [2.97, 0.45, 0.33], [1.52, -0.69, -1.28]]}

---

The energy of each structure relative to the most stable one, in kJ/mol, is as follows: #i 0.0; #ii 70.1.

---

#i
{"formula": "H29O14", "method": "ωB97M-V with the def2-TZVPD basis set", "charge": 1, "lumo_energy_ev": -2.71, "elements": ["O", "H", "O", "H", "H", "O", "H", "H", "O", "H", "H", "O", "H", "H", "O", "H", "H", "O", "H", "H", "O", "H", "H", "O", "H", "H", "O", "H", "H", "O", "H", "H", "O", "H", "H", "O", "H", "H", "O", "H", "H", "H", "H"], "xyz": [[-0.16, -0.37, 2.51], [2.86, -1.27, -1.19], [0.51, 2.95, 0.88], [-3.03, -0.06, 3.71], [-0.12, 2.46, 0.30], [0.13, -2.80, -0.10], [3.43, -2.63, -2.46], [0.87, -2.42, -0.63], [-2.74, -0.03, 2.78], [1.87, 0.46, -2.17], [-2.95, 0.89, 2.57], [-3.81, 2.45, -0.76], [-4.49, 2.14, -0.13], [-4.22, 2.37, -1.60], [0.98, -2.41, 2.38], [-0.77, -0.14, -4.67], [2.54, -3.97, -2.06], [0.94, 2.08, 4.11], [0.98, 1.42, 4.77], [0.72, 3.84, 0.70], [3.40, -0.57, -1.58], [3.71, 0.00, -0.87], [-1.07, -0.35, -3.24], [0.92, 0.44, -2.33], [0.23, -1.61, 2.60], [-1.05, -0.26, 2.12], [-2.69, -0.37, -2.33], [-1.07, 2.06, -1.05], [-0.44, -3.07, -0.85], [2.69, -3.05, -2.09], [0.70, -2.82, 1.44], [0.40, 0.37, 2.25], [2.12, 0.69, 1.28], [0.76, -0.20, -3.01], [1.43, 0.86, 0.55], [-0.71, 1.28, -0.59], [1.62, 1.48, 1.61], [-0.03, 0.94, -1.22], [-0.82, -0.93, -4.06], [-3.52, -0.57, -2.74], [1.76, -1.88, 2.19], [-2.73, -0.38, -1.38], [0.88, 3.00, 4.37]]}

---

#ii
{"formula": "H29O14", "method": "ωB97M-V with the def2-TZVPD basis set", "charge": 1, "lumo_energy_ev": -3.01, "elements": ["O", "H", "O", "H", "H", "O", "H", "H", "O", "H", "H", "O", "H", "H", "O", "H", "H", "O", "H", "H", "O", "H", "H", "O", "H", "H", "O", "H", "H", "O", "H", "H", "O", "H", "H", "O", "H", "H", "O", "H", "H", "H", "H"], "xyz": [[2.64, -2.61, 1.51], [-2.37, -0.11, 2.20], [0.01, 0.66, -0.66], [-0.48, -3.32, -1.70], [-0.45, 0.56, 0.17], [0.89, -2.17, 3.16], [1.27, 0.20, -4.72], [0.70, -1.53, 3.85], [0.40, -2.99, -1.47], [-0.47, 1.04, 3.98], [0.94, -3.75, -1.74], [-4.45, 0.17, -0.79], [-4.73, 0.91, -1.33], [-4.34, -0.61, -1.32], [0.90, -0.87, 1.22], [2.72, -1.90, -1.43], [2.47, -0.36, -4.02], [0.48, 2.34, -4.40], [0.35, 3.18, -4.86], [-0.60, 0.27, -1.30], [-1.80, -0.89, 2.10], [-2.24, -1.22, 1.30], [2.04, -0.71, -0.72], [0.38, 0.58, 4.04], [2.87, -2.03, 2.25], [1.61, -2.66, 1.59], [-2.46, 1.85, -2.04], [-0.73, 4.15, 0.36], [0.11, -2.53, 2.74], [1.80, -0.60, -4.67], [0.05, -0.46, 1.17], [2.65, -2.04, 0.65], [-1.30, 2.15, 2.50], [0.99, 1.16, 4.52], [-1.77, 1.56, 1.91], [-0.09, 3.49, 0.64], [-0.46, 2.37, 2.03], [-0.08, 2.81, -0.05], [2.91, -1.14, -0.86], [-2.31, 1.65, -2.96], [1.30, -0.38, 1.95], [-2.90, 2.68, -1.87], [1.41, 2.15, -4.55]]}

---

The energy of each structure relative to the most stable one, in kJ/mol, is as follows: #i 0.0; #ii 74.6.

---

#i
{"formula": "CH7N4O", "method": "ωB97M-V with the def2-TZVPD basis set", "charge": 1, "lumo_energy_ev": -3.41, "elements": ["C", "N", "N", "N", "N", "O", "H", "H", "H", "H", "H", "H", "H"], "xyz": [[-1.84, -0.14, 0.04], [-2.14, 1.08, -0.07], [0.78, 0.87, -0.18], [0.04, -0.11, -0.69], [0.68, -1.47, -0.12], [-2.13, -1.15, 0.50], [-1.98, 1.58, -0.90], [-2.98, 1.47, 0.31], [0.58, 0.99, 0.79], [1.68, 1.11, -0.66], [-0.04, -2.15, 0.14], [1.16, -1.97, -0.84], [1.30, -1.27, 0.60]]}

---

#ii
{"formula": "CH7N4O", "method": "ωB97M-V with the def2-TZVPD basis set", "charge": 1, "lumo_energy_ev": -3.48, "elements": ["C", "N", "N", "N", "N", "O", "H", "H", "H", "H", "H", "H", "H"], "xyz": [[-1.53, 0.01, 0.01], [-1.55, -1.30, 0.10], [-0.52, 0.79, 0.01], [3.09, -0.08, 0.03], [1.94, -0.10, -0.27], [-2.71, 0.55, -0.17], [0.53, 0.47, -0.02], [-0.69, 1.76, -0.08], [3.37, 0.44, 0.92], [3.90, -0.42, -0.51], [-2.40, -1.62, -0.16], [-0.87, -1.98, 0.35], [-2.57, 1.48, -0.20]]}

---

The energy of each structure relative to the most stable one, in kJ/mol, is as follows: #i 138.2; #ii 0.0.

---

#i
{"formula": "CH2INS", "method": "ωB97M-V with the def2-TZVPD basis set", "lumo_energy_ev": -0.24, "elements": ["C", "N", "S", "I", "H", "H"], "xyz": [[-2.34, 0.25, 0.92], [1.06, -0.10, -0.53], [-2.35, 0.78, -0.52], [0.29, -0.74, 1.28], [1.62, -0.85, -0.86], [1.72, 0.65, -0.28]]}

---

#ii
{"formula": "CH2INS", "method": "ωB97M-V with the def2-TZVPD basis set", "lumo_energy_ev": [-0.84, -1.55], "elements": ["C", "N", "S", "I", "H", "H"], "xyz": [[-1.06, 0.61, -0.21], [0.68, -0.81, 0.64], [-2.43, 0.00, -0.54], [2.17, -0.29, -0.63], [-0.25, 1.02, -0.80], [0.89, -0.53, 1.54]]}

---

The energy of each structure relative to the most stable one, in kJ/mol, is as follows: #i 0.0; #ii 159.2.

---

#i
{"formula": "C7H14O2", "method": "ωB97M-V with the def2-TZVPD basis set", "lumo_energy_ev": 0.65, "elements": ["C", "C", "C", "C", "C", "C", "C", "O", "O", "H", "H", "H", "H", "H", "H", "H", "H", "H", "H", "H", "H", "H", "H"], "xyz": [[0.56, 0.74, -0.23], [0.60, -0.45, 0.48], [2.66, -0.58, 0.08], [0.02, -1.78, 0.11], [-2.48, 0.26, -0.89], [-1.54, 0.73, 0.17], [-1.91, 1.42, 1.24], [0.77, 0.95, -1.55], [3.32, 0.38, 0.87], [0.15, 0.42, -2.07], [3.26, 1.23, 0.42], [0.83, 1.64, 0.33], [0.76, -0.30, 1.54], [2.84, -1.57, 0.49], [2.94, -0.55, -0.97], [-0.90, -1.96, 0.68], [0.68, -2.60, 0.42], [-0.17, -1.89, -0.96], [-3.50, 0.65, -0.76], [-2.16, 0.58, -1.88], [-2.58, -0.83, -0.92], [-2.93, 1.79, 1.37], [-1.21, 1.72, 2.02]]}

---

#ii
{"formula": "C7H14O2", "method": "ωB97M-V with the def2-TZVPD basis set", "lumo_energy_ev": 0.81, "elements": ["C", "C", "C", "C", "C", "C", "C", "O", "O", "H", "H", "H", "H", "H", "H", "H", "H", "H", "H", "H", "H", "H", "H"], "xyz": [[1.58, -0.01, 0.55], [-1.37, 0.09, -0.25], [0.72, 0.21, -0.59], [2.48, -1.23, 0.57], [-1.71, 1.56, -0.30], [-1.78, -0.71, -1.47], [0.13, -0.29, 1.30], [2.14, 1.11, 1.14], [-0.12, 0.48, 2.23], [1.53, 1.33, 1.89], [-1.92, -0.33, 0.60], [-0.10, -1.36, 1.24], [0.68, -0.57, -1.34], [0.70, 1.23, -0.96], [2.76, -1.47, 1.59], [2.00, -2.09, 0.11], [3.39, -1.01, 0.00], [-2.80, 1.70, -0.29], [-1.34, 2.03, -1.21], [-1.29, 2.08, 0.56], [-1.45, -1.75, -1.40], [-2.87, -0.72, -1.57], [-1.36, -0.28, -2.39]]}

---

The energy of each structure relative to the most stable one, in kJ/mol, is as follows: #i 192.6; #ii 0.0.

---

#i
{"formula": "C2H2ClNS", "method": "ωB97M-V with the def2-TZVPD basis set", "lumo_energy_ev": [-1.22, -1.20], "elements": ["C", "C", "Cl", "H", "N", "S", "H"], "xyz": [[-0.98, 0.42, 0.87], [-1.97, -0.10, 0.45], [-3.31, -0.85, -0.13], [-0.15, 0.94, 1.25], [0.90, -0.58, -0.50], [1.59, -1.75, 0.25], [0.38, -0.85, -1.33]]}

---

#ii
{"formula": "C2H2ClNS", "method": "ωB97M-V with the def2-TZVPD basis set", "lumo_energy_ev": [-0.71, -1.21], "elements": ["C", "C", "N", "S", "Cl", "H", "H"], "xyz": [[-0.77, 0.41, 0.01], [-1.77, 1.29, -0.09], [-0.48, 0.10, -1.31], [-1.96, 0.86, -1.83], [-2.70, 2.26, 0.92], [0.68, 0.60, 1.58], [-0.30, -0.86, -1.57]]}

---

The energy of each structure relative to the most stable one, in kJ/mol, is as follows: #i 0.0; #ii 191.5.